Arrangement 1

The following is a DFT calculation (ωB97M-V/def2-TZVPD) of a molecular structure, C12H16MnN4OSSe3Te.

The HOMO energy (spin up / spin down) is -6.087 / -6.428 eV. The expectation value of S² is 8.761. For the HOMO-LUMO gap (spin up / spin down), the calculation gives 6.2756 / 6.5817 eV.

```
! RIJCOSX wB97M-V def2-TZVPD def2/J DEFGRID3
* xyz 0 6
Mn -0.14566 0.12195 -0.19530
C -0.80116 -0.50209 4.85214
N -1.20988 -1.49919 3.88425
C -1.28218 -2.86366 4.09122
C -1.58166 -3.43516 2.91376
N -1.69309 -2.41535 1.97654
C -1.46826 -1.21572 2.58601
S -1.59636 0.33096 1.93593
C -1.85192 -2.65772 0.58653
C -2.82449 -3.55020 0.17100
C -2.85925 -3.90562 -1.16718
C -1.90270 -3.37471 -2.01654
C -0.98662 -2.47583 -1.50404
N -0.97287 -2.08209 -0.22610
H -0.94600 -0.89889 5.85385
H -1.40212 0.39335 4.71929
H 0.24676 -0.24282 4.70100
H -1.09960 -3.31329 5.05061
H -1.69641 -4.47062 2.64943
H -3.52651 -3.96355 0.88244
H -3.61266 -4.58885 -1.53509
H -1.87306 -3.63946 -3.06361
H -0.21456 -2.05532 -2.13862
Se -1.17733 0.73822 -2.37457
Se 1.00553 0.37130 -3.14166
Te 2.56371 0.91982 -1.21646
Se 2.03055 -0.76835 0.55445
C -1.58415 5.00420 1.92406
N -1.32216 3.82338 1.12672
C -2.42330 3.33442 0.32067
C -0.11876 3.24333 1.12572
O 0.23041 2.25313 0.49062
H -1.73863 5.87568 1.28372
H -0.74524 5.20161 2.58917
H -2.47851 4.84669 2.52811
H -2.65648 4.04161 -0.47708
H -3.30680 3.18560 0.94467
H -2.15172 2.38810 -0.13344
H 0.60145 3.75031 1.78309
*
```

Mulliken population analysis, charges in e, atoms 1 to 6: 0.751 -0.875 0.205 -0.577 -0.326 0.501

Arrangement 2

The following is a DFT calculation (ωB97M-V/def2-TZVPD) of a molecular structure, C12H16MnN4OSSe3Te.

The HOMO energy (spin up / spin down) is -6.668 / -6.834 eV. The expectation value of S² is 8.760. For the HOMO-LUMO gap (spin up / spin down), the calculation gives 6.9565 / 7.1085 eV.

```
! RIJCOSX wB97M-V def2-TZVPD def2/J DEFGRID3
* xyz 0 6
Mn -1.41613 0.55322 -1.11664
C -2.91462 -0.19431 3.07427
N -1.91280 -1.11190 2.55346
C -1.92597 -2.48464 2.69102
C -0.88610 -2.96351 1.99020
N -0.24069 -1.87321 1.42865
C -0.89077 -0.73244 1.76554
S -0.57109 0.86171 1.28740
C 0.86114 -1.98274 0.53053
C 0.73197 -2.82241 -0.56733
C 1.82643 -2.96240 -1.40131
C 2.99012 -2.27395 -1.09507
C 3.00119 -1.46299 0.02800
N 1.95229 -1.30641 0.83362
H -3.63417 -0.77322 3.64729
H -3.41281 0.30091 2.24173
H -2.43919 0.54857 3.71040
H -2.67441 -2.99157 3.27227
H -0.53637 -3.96839 1.84126
H -0.20864 -3.31916 -0.76527
H 1.76588 -3.59415 -2.27749
H 3.87386 -2.35526 -1.71283
H 3.88923 -0.90578 0.29929
Se -2.45867 -1.74577 -1.28799
Se -4.57711 -0.86118 -1.84747
Te -4.65600 1.28042 -0.54014
Se -2.81612 2.55888 -1.67470
C 2.37465 3.62992 -0.59455
N 1.44400 2.87714 -1.41196
C 0.57850 3.62978 -2.30566
C 1.35277 1.56012 -1.30785
O 0.54022 0.85708 -1.93047
H 3.03971 4.21816 -1.22855
H 2.96860 2.94105 0.00090
H 1.83758 4.30332 0.07604
H 1.18601 4.22052 -2.99276
H -0.06603 4.29547 -1.72980
H -0.04296 2.94304 -2.87113
H 2.06650 1.10612 -0.61289
*
```

Mulliken population analysis, charges in e, atoms 1 to 6: 0.867 -0.631 0.223 -0.529 -0.298 0.315

Which is the most stable structure? arrangement 2 is the most stable.

Arrangement 1

The following is a DFT calculation (ωB97M-V/def2-TZVPD) of a molecular structure, C25H31InN2PSe2Te2.

The HOMO energy is -9.502 eV. For the HOMO-LUMO gap, the calculation gives 6.1583 eV.

```
! RIJCOSX wB97M-V def2-TZVPD def2/J DEFGRID3
* xyz 1 1
In -0.52742 -0.00342 -2.22535
C -1.97907 0.27185 3.57883
C -0.48778 0.40996 3.40473
C 0.28812 0.69900 4.52625
C 1.66664 0.82807 4.45954
C 2.31141 0.68179 3.24109
C 1.55713 0.41111 2.11310
C 0.16940 0.26502 2.17170
P -0.64324 -0.06531 0.57166
C -2.16386 0.94009 0.60200
C -3.41786 0.34044 0.49484
C -4.57100 1.10599 0.50120
C -4.47704 2.48537 0.60862
C -3.23096 3.08686 0.69082
C -2.06024 2.33739 0.67836
C -0.72736 3.03522 0.74363
C -1.12181 -1.81326 0.64681
C -0.84777 -2.56987 1.79513
C -0.97971 -3.94472 1.80112
C -1.34131 -4.60183 0.62999
C -1.58238 -3.87382 -0.51799
C -1.51472 -2.47461 -0.53464
C -1.88845 -1.75716 -1.76609
H -2.21147 0.00551 4.60905
H -2.39846 -0.48424 2.91940
H -2.47743 1.21899 3.35854
H -0.21163 0.82809 5.47940
H 2.23545 1.03818 5.35604
H 3.38662 0.78732 3.17168
H 2.05035 0.30546 1.15430
H -3.49092 -0.73993 0.44003
H -5.53862 0.62420 0.44697
H -5.37342 3.09089 0.63093
H -3.16084 4.16615 0.75905
H -0.84089 4.09356 0.51541
H -0.02536 2.60082 0.02518
H -0.28145 2.95243 1.73730
H -0.53482 -2.06853 2.70101
H -0.79459 -4.49917 2.71159
H -1.44492 -5.67932 0.62090
H -1.86311 -4.38661 -1.43053
H -2.71186 -1.05250 -1.64714
H -2.05308 -2.39928 -2.62378
Se 1.09951 0.49759 -4.69516
Te -0.63908 1.32082 -6.25890
Te -1.71069 3.18455 -4.65429
Se -2.49096 1.66999 -2.84566
N 4.23758 0.14635 -3.39385
C 4.09458 1.07050 -2.21993
C 2.69700 0.87294 -1.63514
N 2.34807 -0.52740 -1.34871
C 2.70922 -1.46616 -2.41799
C 4.13619 -1.27555 -2.91911
H 5.10097 0.31798 -3.90516
H 3.43887 0.33160 -4.03947
H 4.21780 2.09768 -2.55868
H 4.87663 0.83182 -1.50025
H 1.99106 1.26955 -2.36670
H 2.60432 1.45270 -0.71768
H 2.76192 -0.82682 -0.47419
H 2.04259 -1.30067 -3.26607
H 2.56945 -2.48571 -2.06389
H 4.35442 -1.95428 -3.74174
H 4.87027 -1.42364 -2.12813
*
```

Mulliken population analysis, charges in e, atoms 1 to 6: 1.032 -1.609 1.121 -0.806 -0.769 -0.884

Arrangement 2

The following is a DFT calculation (ωB97M-V/def2-TZVPD) of a molecular structure, C25H31InN2PSe2Te2.

The HOMO energy is -9.329 eV. For the HOMO-LUMO gap, the calculation gives 5.4328 eV.

```
! RIJCOSX wB97M-V def2-TZVPD def2/J DEFGRID3
* xyz 1 1
In 0.84905 -0.07957 -0.42892
C -3.54188 -0.11763 -0.75233
C -3.87758 0.14579 0.69006
C -5.17198 0.48955 1.06133
C -5.50175 0.72342 2.38784
C -4.53622 0.61398 3.37650
C -3.23873 0.27230 3.03024
C -2.90792 0.03823 1.69747
P -1.23335 -0.45398 1.22330
C -0.14878 -0.08512 2.65438
C -0.08512 1.29848 2.87473
C 0.72391 1.84431 3.84935
C 1.53116 1.00115 4.59936
C 1.49813 -0.36198 4.36954
C 0.66064 -0.94449 3.41351
C 0.68718 -2.44757 3.29422
C -1.32022 -2.24426 0.93683
C -2.15219 -3.03556 1.72645
C -2.14444 -4.41447 1.60692
C -1.28913 -5.00614 0.69200
C -0.49429 -4.22066 -0.12897
C -0.51539 -2.83052 -0.04888
C 0.26184 -2.04099 -1.07399
H -4.39883 0.08532 -1.39192
H -3.24903 -1.15987 -0.90713
H -2.71219 0.51139 -1.08682
H -5.93275 0.57776 0.29550
H -6.51651 0.99390 2.64827
H -4.78927 0.79413 4.41248
H -2.48038 0.19040 3.79815
H -0.68184 1.96311 2.25626
H 0.74499 2.91485 4.00045
H 2.19137 1.40374 5.35611
H 2.13167 -1.01288 4.95966
H 1.37914 -2.85716 4.02777
H 1.00712 -2.78969 2.30862
H -0.29089 -2.88717 3.47804
H -2.79462 -2.56338 2.46039
H -2.78679 -5.01986 2.23200
H -1.25371 -6.08369 0.59885
H 0.13906 -4.69459 -0.86937
H -0.40540 -1.79954 -1.90879
H 1.08120 -2.62483 -1.48752
Se 0.71794 2.45513 -1.16946
Te 2.26747 5.00226 -1.89374
Te 4.35104 4.16405 -0.61904
Se 2.46002 1.75525 0.31791
N 3.27960 3.11071 -4.71652
C 4.36292 2.31840 -4.04347
C 3.67379 1.39555 -3.05005
N 2.65692 0.52813 -3.61331
C 1.70673 1.23968 -4.45617
C 2.34474 2.19408 -5.46121
H 3.68170 3.79782 -5.35155
H 2.77920 3.64947 -3.96798
H 5.01068 3.01618 -3.51483
H 4.91773 1.80174 -4.82770
H 3.19951 2.04553 -2.31483
H 4.41072 0.80566 -2.50822
H 3.07042 -0.25455 -4.10588
H 1.08288 1.85371 -3.80329
H 1.05232 0.53283 -4.96293
H 1.59093 2.80907 -5.95063
H 2.94743 1.69309 -6.21903
*
```

Mulliken population analysis, charges in e, atoms 1 to 6: 0.791 -1.266 0.740 -0.842 -0.683 -0.812

Which is the most stable structure? arrangement 1 is the most stable.